Here is a molecular structure, C28H23ClN5NiO2S3 from the OMol25 dataset. Energies are from ωB97M-V with the def2-TZVPD basis set.

Structure (XYZ):
```
63
Properties=species:S:1:pos:R:3:forces:R:3:mulliken_charge:R:1
Ni -0.4142 0.3173 0.9098 -1.13 -0.52 1.09 0.488
C -2.6594 -3.6111 -1.7822 0.08 0.11 0.01 -0.836
S -1.0300 -3.9793 -1.1031 -0.07 0.03 -0.02 -0.070
C -0.4896 -2.3945 -0.5478 0.38 -0.18 -0.12 0.577
S -1.2394 -0.9503 -1.1674 0.28 0.53 -0.21 -0.161
N 0.5181 -2.4623 0.2461 -0.13 -0.05 -0.01 -1.580
N 0.8798 -1.2589 0.7734 0.38 0.37 -0.33 1.172
C 2.1194 -1.0065 0.8924 0.01 -0.02 0.05 -0.666
C 2.4991 0.2542 1.5419 0.02 0.00 0.13 1.004
C 3.8223 0.6645 1.5523 -0.01 0.00 0.04 -0.964
C 4.1583 1.8142 2.2520 0.02 -0.04 -0.03 -0.499
C 3.1629 2.4859 2.9329 -0.04 -0.02 0.03 -1.193
C 1.8558 2.0215 2.8309 -0.04 0.02 0.11 -0.141
N 1.5096 0.9516 2.1322 0.31 -0.15 -0.25 0.463
H -3.0737 -4.5718 -2.0838 -0.01 0.00 0.00 0.350
H -2.5859 -2.9515 -2.6435 -0.03 -0.04 -0.03 0.292
H -3.2909 -3.1558 -1.0227 -0.04 -0.04 -0.01 0.297
H 2.8834 -1.6877 0.5246 -0.01 -0.03 0.10 0.333
H 4.5599 0.0933 1.0038 0.02 -0.02 0.05 0.433
H 5.1820 2.1656 2.2741 0.00 0.00 0.00 0.417
H 3.3746 3.3642 3.5267 -0.01 0.02 -0.03 0.410
H 1.0524 2.5441 3.3337 -0.02 0.01 -0.04 0.508
N -0.8506 3.1117 -5.7983 0.04 0.04 -0.08 -0.572
C -0.2129 2.6247 -4.9744 -0.31 -0.02 -0.13 -0.039
C 0.5735 2.0246 -3.9571 3.90 -1.90 1.41 0.040
C 1.9102 1.3289 -4.2956 -0.98 0.91 -0.89 -0.352
C 2.8533 0.7031 -3.5797 1.05 -0.48 0.74 -0.736
N 3.0234 0.3352 -2.0976 -0.80 1.31 -3.52 -0.677
C 2.0518 0.7686 -1.4787 2.49 -2.49 2.74 0.525
C 0.2973 1.9813 -2.6652 -4.13 1.17 -0.93 0.416
H 2.1470 1.3261 -5.3584 -0.07 -0.08 -0.01 0.303
H 3.6781 0.3019 -4.1553 0.00 -0.11 0.10 0.351
H -0.7453 1.6218 -0.4433 -3.08 0.45 3.83 -0.547
H -0.0951 0.3343 -1.1073 -1.56 -2.36 0.18 -0.323
O -1.9706 -1.0019 9.0759 0.02 -0.02 0.02 -0.503
C -1.1948 -0.2680 8.2277 0.02 0.02 0.00 0.750
O -0.4146 0.5169 8.7043 -0.02 -0.03 -0.01 -0.603
C -1.3906 -0.4882 6.7794 -0.02 0.00 0.01 0.854
C -0.7361 0.3685 5.8913 -0.01 0.01 -0.01 -0.624
C -0.9002 0.2456 4.5289 -0.01 -0.03 0.01 0.034
C -1.7250 -0.7490 3.9685 -0.02 -0.03 -0.03 0.327
S -1.9766 -0.9230 2.2660 -0.27 -0.01 0.19 -0.323
C -2.3695 -1.6189 4.8738 0.04 0.06 0.01 -1.089
C -2.2054 -1.4887 6.2355 0.02 0.00 0.01 -0.872
H -2.5715 -1.5530 8.5630 0.00 0.02 -0.01 0.266
H -0.0983 1.1400 6.3048 -0.01 0.01 -0.01 0.459
H -0.3933 0.9191 3.8531 0.01 0.00 0.00 -0.073
H -3.0031 -2.3996 4.4737 0.01 -0.02 0.00 0.397
H -2.7148 -2.2124 6.8672 -0.02 0.01 -0.01 0.174
Cl 0.6863 1.6013 -1.1568 3.56 6.14 -0.59 1.191
C 0.9441 2.7630 -0.2012 -0.11 -3.31 -1.26 1.265
C 1.1142 3.9926 0.4489 -0.62 0.11 -0.63 -1.506
C 0.2572 4.4381 1.4029 0.36 0.29 -0.02 -0.219
C -0.8219 3.7609 2.0626 -0.29 -0.07 0.29 -0.364
C -1.5823 2.6771 1.7825 0.16 0.05 0.07 -0.307
C -1.7559 1.9293 0.5509 1.50 0.65 -2.70 -0.274
C -2.5353 2.3530 -0.4548 -0.87 -0.04 0.55 -1.006
H 1.9333 4.6362 0.1359 -0.03 0.10 0.07 0.369
H 0.4826 5.4180 1.8170 0.05 -0.04 0.03 0.287
H -1.0479 4.2099 3.0287 0.01 -0.09 0.03 0.301
H -2.2254 2.3259 2.5855 0.01 -0.07 -0.01 0.557
H -2.6188 1.8217 -1.3949 0.18 0.04 -0.04 0.228
H -3.1660 3.2335 -0.3428 -0.17 -0.15 0.07 0.283
```
Forces are in eV/Å.

Calculated values
ΔE to the lowest compared entry with this formula, charge and spin (eV): 24.692
Net charge: -1
Frontier orbital gap (spin up / spin down) (eV): 5.8 / 5.9
Expectation value of S²: 2.04
2S+1: 3
E_tot (eV): -127004.5085